# C2F3NO2

C2F3NO2 as an isolated structure at a distorted geometry (wB97M-V/def2-TZVPD, the Open Molecules 2025 dataset).

Last column: Mulliken charge in e.
Element x y z (Å)
C  -1.370  0.761  0.160  0.0071
C  -2.037  -0.070  -0.394  0.3978
N  1.476  -0.284  0.022  1.1190
O  0.655  -0.956  0.496  -0.3608
O  1.709  0.538  -0.742  -0.3612
F  -0.537  1.720  0.040  -0.1974
F  -2.770  -1.091  -0.386  -0.1923
F  2.874  -0.618  0.805  -0.4122

As for the multiplicity: 1. The relative energy (zero: lowest compared OMol25 entry of this formula, charge and spin) comes out at 152.01 kcal/mol.

# C2H3N3

A single C2H3N3 molecule (wB97M-V/def2-TZVPD, the Open Molecules 2025 dataset).

Last column: Mulliken charge in e.
Element x y z (Å)
N  0.837  -0.526  0.141  0.1806
C  0.561  0.789  0.268  -0.0310
N  -0.713  1.005  0.043  -0.4906
C  -1.174  -0.232  -0.264  -0.0353
N  -0.279  -1.198  -0.209  -0.6036
H  1.683  -1.050  0.315  0.2200
H  1.271  1.597  0.316  0.3672
H  -2.186  -0.384  -0.610  0.3927

As for the multiplicity: 1. The relative energy (zero: lowest compared OMol25 entry of this formula, charge and spin) comes out at 2.38 kcal/mol.

| no. | Kohn-Sham gap (eV) | LUMO level (Ha) |
| --- | --- | --- |
| 1 | 10.10 | -0.01845 |
| 2 | 11.13 | 0.03554 |